No. 1
Formula: C7H11N2
Source: the OMol25 dataset
Level of theory: wB97M-V/def2-TZVPD

Properties
LUMO level (spin up / spin down)   -4.54 / -4.60 eV
Gap between HOMO and LUMO (spin up / spin down)   7.213 / 8.528 eV
E   -10404.4270 eV
Energy relative to the best compared isomer or geometry (same formula, charge and spin)   168.15 kcal per mole
Total charge   +1

Atoms and positions in Å:
C -0.55120 -1.24732 -0.52482
C -1.11669 0.13368 -1.11651
C -1.29172 1.22254 -0.32746
C -0.54894 1.40188 0.96242
C 0.97428 1.04671 0.87453
C 1.56789 -1.54410 0.73481
C -1.74878 -0.12881 -2.44823
N 0.52205 -1.65797 -0.00148
N 1.63287 -0.21270 1.60476
H -1.41829 -1.92999 -0.51473
H -0.58156 2.53203 1.19060
H -1.09690 0.84603 1.85016
H 1.17715 0.74177 -0.11963
H 1.62669 1.80545 1.30231
H 2.50392 -2.07368 0.50009
H -2.30289 0.65423 -2.86446
H -2.29434 -1.05119 -2.38528
H -0.92485 -0.26762 -3.09091
H 2.66927 -0.02741 1.77438
H 1.20205 -0.24352 2.59946

Mulliken charges, unit e, in atom order: C -0.199; C 0.794; C -0.507; C -0.091; C -1.056; C -0.213; C -1.561; N -0.227; N -0.254; H 0.379; H 0.322; H 0.309; H 0.633; H 0.377; H 0.352; H 0.414; H 0.368; H 0.378; H 0.402; H 0.379



No. 2
Formula: C7H11N2O
Source: the OMol25 dataset
Level of theory: wB97M-V/def2-TZVPD

Properties
LUMO level (spin up / spin down)   -5.59 / -5.59 eV
Gap between HOMO and LUMO (spin up / spin down)   7.403 / 7.402 eV
E   -12451.3788 eV
Energy relative to the best compared isomer or geometry (same formula, charge and spin)   162.71 kcal per mole
Total charge   +1

Atoms and positions in Å:
C 0.84674 -1.06466 1.93676
C -1.40191 -1.09381 1.28761
C 1.60478 -0.25542 0.91581
C -0.72223 0.29451 -0.53151
C 1.26132 0.43543 2.12029
C 2.48515 -0.29607 -0.19909
C -2.13095 0.84880 -2.46625
N -0.43788 -1.55012 1.88101
N -1.64808 -0.38714 0.08513
O -0.91193 0.79138 -1.67125
H 1.40061 -1.86177 2.59188
H -2.36962 -1.53597 1.70631
H 0.32403 1.13610 1.96247
H 1.90682 0.62961 3.05181
H 2.25946 0.60513 -0.86340
H 2.61879 -1.18390 -0.70266
H 3.54727 0.09073 -0.10236
H -2.19264 -0.15683 -2.90882
H -2.16650 1.72872 -3.14314
H -3.02979 1.08016 -1.78533
H -2.51641 -0.43397 -0.31689

Mulliken charges, unit e, in atom order: C -0.182; C -0.135; C 0.543; C 0.177; C -0.344; C -1.116; C -0.667; N -0.316; N -0.031; O -0.311; H 0.387; H 0.311; H 0.249; H 0.318; H 0.296; H 0.355; H 0.382; H 0.349; H 0.252; H 0.285; H 0.197



- Number 2 is which compound?
  C7H11N2O



- Which value of energy relative to the best compared isomer or geometry (same formula, charge and spin) does entry 2 give?
  162.71 kcal per mole